Entry 1:
C2H4OS | wB97M-V/def2-TZVPD

Each line ends with the Löwdin spin population.
Positions of all 8 atoms, in Å:
C1 0.1643 -1.1511 0.6773  0.5340
C2 -0.6212 0.8129 -0.1309  0.6829
O1 0.5922 -1.6849 1.6894  0.3258
S1 0.6986 1.8322 -0.5251  0.2407
H1 -0.9512 0.2197 -1.0150  0.0284
H2 0.0726 -1.7834 -0.2633  0.1204
H3 -1.3446 0.9844 0.5595  0.0357
H4 1.3893 0.7703 -0.9920  0.0323

For the largest force on an atom, the calculation gives 6.31 eV/A. For the HOMO energy (spin up / spin down), the calculation gives -6.40 / -9.87 eV. The spin multiplicity is 3. As for the expectation value of S²: 2.01. The molar mass is 76.12 g mol⁻¹. The gap between HOMO and LUMO (spin up / spin down) comes out at 0.2502 / 0.3044 Eh.

Entry 2:
C42H33N7O6STi | wB97M-V/def2-TZVPD

Each line ends with the Löwdin charge.
Positions of all 90 atoms, in Å:
Ti1 0.1847 0.1942 -0.0224  1.2091
O1 -0.1146 1.5600 -1.2555  -0.1577
C1 0.0887 1.7763 -2.5417  -0.2850
C2 -0.7077 2.7061 -3.2185  0.0084
C3 -0.4931 2.9571 -4.5569  -0.0700
C4 0.5162 2.2978 -5.2626  -0.0888
C5 1.3025 1.3820 -4.6028  -0.0340
C6 1.0977 1.1007 -3.2444  -0.1301
C7 1.9316 0.1277 -2.6004  -0.0233
N1 1.7520 -0.3076 -1.4065  -0.0470
N2 2.6896 -1.2496 -0.9861  0.1187
C8 2.4697 -1.4811 0.2641  -0.4135
O2 1.5206 -0.8553 0.9090  -0.1637
C9 3.3301 -2.4024 1.0362  -0.1481
C10 3.1333 -2.5331 2.4063  -0.0208
C11 3.9795 -3.3392 3.1530  -0.0840
C12 5.0226 -4.0123 2.5342  -0.0943
C13 5.2103 -3.8962 1.1620  -0.0721
C14 4.3657 -3.0947 0.4124  -0.0230
H1 -1.4793 3.2217 -2.6627  0.1203
H2 -1.1162 3.6820 -5.0661  0.1059
H3 0.6785 2.5074 -6.3110  0.1007
H4 2.0916 0.8573 -5.1292  0.1139
H5 2.7671 -0.2872 -3.1588  0.1389
H6 2.3313 -1.9805 2.8779  0.1161
H7 3.8321 -3.4282 4.2228  0.1078
H8 5.6926 -4.6314 3.1190  0.1026
H9 6.0176 -4.4306 0.6776  0.1040
H10 4.5034 -2.9832 -0.6548  0.1106
C15 3.0660 -7.0507 3.6262  -0.0827
O3 2.7174 -6.5245 2.3604  -0.0858
C16 1.4118 -6.5815 1.9976  -0.2766
C17 0.4179 -7.1977 2.7490  -0.0122
C18 -0.8815 -7.2204 2.2616  -0.0309
C19 -1.2126 -6.5950 1.0702  -0.2843
C20 -0.2050 -6.0018 0.3067  -0.0119
C21 1.0948 -5.9972 0.7701  0.0206
N3 -2.5977 -6.7268 0.6988  0.0696
N4 -3.2466 -5.8261 0.1426  0.0766
C22 -2.6658 -4.5371 -0.1281  -0.2500
C23 -2.6911 -4.0925 -1.4224  -0.0235
C24 -2.0957 -2.8729 -1.8078  0.0175
C25 -1.4923 -2.0942 -0.8541  -0.2980
O4 -0.8909 -0.9412 -1.0979  -0.1540
C26 -1.5471 -2.4986 0.5089  -0.1409
N5 -0.9905 -1.6241 1.3764  0.0897
C27 -1.0168 -1.9091 2.6522  -0.0987
C28 -1.6247 -3.0780 3.1554  -0.0260
C29 -2.1867 -3.9724 2.2869  0.0078
C30 -2.1469 -3.7067 0.9002  -0.1043
H11 4.1278 -6.8622 3.7509  0.0848
H12 2.8845 -8.1274 3.6726  0.0953
H13 2.5132 -6.5544 4.4281  0.0966
H14 0.6410 -7.6810 3.6884  0.1020
H15 -1.6624 -7.7305 2.8119  0.1156
H16 -0.4285 -5.5451 -0.6468  0.1170
H17 1.8901 -5.5380 0.1961  0.1222
H18 -3.1524 -4.7245 -2.1715  0.1173
H19 -2.0981 -2.5549 -2.8416  0.1200
H20 -0.5485 -1.1936 3.3207  0.1224
H21 -1.6399 -3.2529 4.2227  0.1064
H22 -2.6645 -4.8718 2.6514  0.1157
C31 5.6886 -0.6256 4.8995  -0.0493
C32 4.7233 0.1522 4.0482  -0.2736
C33 4.9141 0.2577 2.6758  -0.0341
C34 4.0301 0.9774 1.8849  -0.0473
C35 2.9449 1.6003 2.4760  -0.2816
C36 2.7343 1.5137 3.8447  -0.0469
C37 3.6212 0.7884 4.6209  -0.0345
S1 1.8213 2.5274 1.4740  0.6252
O5 1.5902 3.8082 2.0888  -0.2880
O6 2.3352 2.4812 0.1286  -0.2924
N6 0.4843 1.6019 1.5680  -0.1709
C38 -0.8001 2.1246 1.5002  -0.3815
C39 -1.2768 3.3976 1.8306  0.0109
C40 -2.6238 3.6211 1.6331  -0.0485
C41 -3.4538 2.6244 1.1079  -0.0643
C42 -2.8874 1.4100 0.7908  -0.1005
N7 -1.5951 1.1678 1.0101  0.0236
H23 6.1595 -1.4242 4.3265  0.0696
H24 5.1851 -1.0716 5.7583  0.0771
H25 6.4791 0.0223 5.2851  0.0847
H26 5.7537 -0.2497 2.2137  0.1223
H27 4.1680 1.0459 0.8135  0.1171
H28 1.8826 2.0110 4.2926  0.1185
H29 3.4599 0.7128 5.6904  0.1133
H30 -0.6074 4.1528 2.2055  0.0986
H31 -3.0406 4.5901 1.8788  0.1105
H32 -4.5079 2.7957 0.9441  0.1004
H33 -3.4617 0.5994 0.3584  0.1226

For the largest force on an atom, the calculation gives 0.98 eV/A. For the HOMO energy, the calculation gives -7.75 eV. The molar mass is 811.70 g mol⁻¹. The gap between HOMO and LUMO comes out at 0.2611 Eh.

Question: What is the formula in the second record?
Answer: C42H33N7O6STi

What did the first record say?
C2H4OS | wB97M-V/def2-TZVPD

Each line ends with the Löwdin spin population.
Positions of all 8 atoms, in Å:
C1 0.1643 -1.1511 0.6773  0.5340
C2 -0.6212 0.8129 -0.1309  0.6829
O1 0.5922 -1.6849 1.6894  0.3258
S1 0.6986 1.8322 -0.5251  0.2407
H1 -0.9512 0.2197 -1.0150  0.0284
H2 0.0726 -1.7834 -0.2633  0.1204
H3 -1.3446 0.9844 0.5595  0.0357
H4 1.3893 0.7703 -0.9920  0.0323

For the largest force on an atom, the calculation gives 6.31 eV/A. For the HOMO energy (spin up / spin down), the calculation gives -6.40 / -9.87 eV. The spin multiplicity is 3. As for the expectation value of S²: 2.01. The molar mass is 76.12 g mol⁻¹. The gap between HOMO and LUMO (spin up / spin down) comes out at 0.2502 / 0.3044 Eh.

Please write out number 1 again, unchanged.
C2H4OS | wB97M-V/def2-TZVPD

Each line ends with the Löwdin spin population.
Positions of all 8 atoms, in Å:
C1 0.1643 -1.1511 0.6773  0.5340
C2 -0.6212 0.8129 -0.1309  0.6829
O1 0.5922 -1.6849 1.6894  0.3258
S1 0.6986 1.8322 -0.5251  0.2407
H1 -0.9512 0.2197 -1.0150  0.0284
H2 0.0726 -1.7834 -0.2633  0.1204
H3 -1.3446 0.9844 0.5595  0.0357
H4 1.3893 0.7703 -0.9920  0.0323

For the largest force on an atom, the calculation gives 6.31 eV/A. For the HOMO energy (spin up / spin down), the calculation gives -6.40 / -9.87 eV. The spin multiplicity is 3. As for the expectation value of S²: 2.01. The molar mass is 76.12 g mol⁻¹. The gap between HOMO and LUMO (spin up / spin down) comes out at 0.2502 / 0.3044 Eh.